{"formula": "C12H20O7S3Sn", "method": "the ωB97M-V functional and the def2-TZVPD basis", "species": ["Sn", "C", "C", "C", "O", "C", "C", "C", "O", "O", "O", "H", "H", "C", "S", "O", "C", "H", "H", "H", "H", "H", "H", "C", "S", "O", "C", "H", "H", "H", "H", "H", "H", "C", "S", "O", "C", "H", "H", "H", "H", "H", "H"], "xyz": [[6.543, 8.889, -4.415], [10.655, 7.156, -6.737], [10.975, 6.696, -7.967], [10.027, 6.682, -9.160], [10.319, 6.489, -10.421], [8.756, 7.097, -8.938], [8.257, 7.522, -7.678], [9.401, 7.720, -6.494], [9.125, 8.397, -5.532], [7.097, 7.773, -7.387], [12.108, 6.053, -7.922], [11.317, 7.123, -5.884], [8.043, 7.129, -9.748], [1.463, 9.732, -3.928], [2.290, 8.711, -5.279], [3.791, 8.857, -5.159], [1.889, 6.996, -4.686], [1.744, 9.407, -2.926], [0.377, 9.792, -3.998], [1.783, 10.767, -4.046], [2.045, 6.939, -3.609], [2.557, 6.256, -5.128], [0.874, 6.690, -4.940], [4.259, 11.654, -0.844], [6.061, 11.213, -0.697], [6.289, 10.092, -1.751], [6.651, 12.815, -1.335], [3.683, 10.777, -0.551], [4.004, 11.791, -1.895], [3.794, 12.415, -0.217], [6.288, 13.601, -0.673], [6.212, 12.973, -2.320], [7.732, 12.896, -1.450], [4.720, 3.958, -4.259], [5.242, 5.357, -5.290], [6.526, 5.908, -4.627], [5.783, 4.480, -6.763], [5.460, 3.167, -4.381], [3.839, 3.577, -4.775], [4.633, 4.315, -3.233], [5.205, 3.601, -7.046], [6.830, 4.177, -6.778], [5.768, 5.118, -7.646]], "charge": -1, "s2": 0.75, "total_energy_ev": -65431.81775, "e_homo_ha": [-0.094, -0.094], "spin_multiplicity": 2, "lumo_energy_ev": [1.401, 1.392]}


{"formula": "C12H20S", "method": "the ωB97M-V functional and the def2-TZVPD basis", "species": ["C", "C", "C", "C", "C", "C", "S", "C", "C", "C", "C", "C", "C", "H", "H", "H", "H", "H", "H", "H", "H", "H", "H", "H", "H", "H", "H", "H", "H", "H", "H", "H", "H"], "xyz": [[3.823, -1.029, 0.498], [2.642, -0.451, 0.369], [1.398, -0.800, 1.139], [0.289, -0.562, 0.122], [0.092, -1.780, -0.768], [-1.258, -0.289, 1.007], [-2.561, 0.288, 0.148], [-3.789, 0.512, 1.251], [-3.518, -0.354, -1.329], [0.744, 0.647, -0.674], [0.736, 2.006, 0.049], [2.271, 2.043, 0.011], [2.291, 0.629, -0.608], [4.674, -0.743, -0.100], [3.993, -1.810, 1.221], [1.410, -1.821, 1.516], [1.284, -0.123, 1.989], [1.038, -2.044, -1.243], [-0.643, -1.588, -1.547], [-0.245, -2.632, -0.182], [-1.499, -1.187, 1.555], [-1.910, 1.301, -0.615], [-4.683, 0.932, 0.825], [-3.456, 0.941, 2.181], [-4.062, -1.234, -1.010], [-4.204, 0.430, -1.628], [-2.826, -0.584, -2.129], [0.312, 0.672, -1.676], [0.312, 1.947, 1.048], [0.252, 2.811, -0.499], [2.677, 2.804, -0.653], [2.764, 2.119, 0.978], [2.839, 0.544, -1.546]], "total_energy_ev": -23597.05174, "e_homo_ha": -0.279, "smiles": "C=C1C[C@@](C)(C=[S@H](=C)C)[C@H]2CC[C@@H]12", "lumo_energy_ev": 0.514, "relative_energy_ev": 0.683}


{"formula": "C12H21Br2CoN2O6P2", "method": "the ωB97M-V functional and the def2-TZVPD basis", "species": ["Co", "C", "P", "C", "C", "C", "P", "C", "C", "H", "H", "H", "H", "H", "H", "H", "H", "H", "H", "H", "H", "H", "H", "H", "H", "Br", "C", "C", "C", "C", "C", "N", "C", "O", "O", "H", "H", "H", "O", "N", "O", "O", "O", "H", "H", "Br"], "xyz": [[0.304, -0.118, 0.200], [-2.131, -0.804, -2.277], [-1.751, -0.991, -0.517], [-3.272, -0.448, 0.302], [-1.725, -2.800, -0.295], [-0.377, -3.308, -0.827], [0.994, -2.236, -0.252], [2.299, -2.578, -1.450], [1.612, -3.030, 1.251], [-3.057, -1.333, -2.520], [-1.314, -1.189, -2.888], [-2.234, 0.258, -2.504], [-4.107, -1.108, 0.052], [-3.507, 0.564, -0.034], [-3.127, -0.420, 1.380], [-2.561, -3.271, -0.819], [-1.827, -2.994, 0.773], [-0.350, -3.265, -1.920], [-0.180, -4.345, -0.544], [2.429, -3.661, -1.534], [3.222, -2.117, -1.104], [2.031, -2.155, -2.416], [2.041, -4.004, 1.001], [0.799, -3.134, 1.965], [2.379, -2.388, 1.689], [1.166, 0.681, 3.574], [0.177, 1.928, 2.548], [-0.130, 3.126, 3.175], [-0.788, 4.094, 2.446], [-1.087, 3.854, 1.118], [-0.730, 2.637, 0.574], [-0.140, 1.662, 1.290], [-0.962, 2.396, -0.914], [-1.608, 3.244, -1.526], [-0.415, 1.340, -1.349], [0.153, 3.271, 4.206], [-1.046, 5.039, 2.911], [-1.578, 4.570, 0.476], [-1.870, -2.346, 3.466], [-1.491, -1.297, 2.935], [-1.970, -0.205, 3.245], [-0.625, -1.372, 2.021], [0.962, -0.172, -3.037], [0.307, 0.456, -2.675], [1.734, 0.103, -2.522], [2.672, 0.470, 0.161]], "charge": -1, "s2": 0.81, "total_energy_ev": -224342.34511, "e_homo_ha": [-0.204, -0.199], "spin_multiplicity": 2, "lumo_energy_ev": [2.801, 2.834], "relative_energy_ev": 0.338}


{"formula": "C12H21Br2InNO10", "method": "the ωB97M-V functional and the def2-TZVPD basis", "species": ["In", "C", "C", "O", "H", "H", "H", "H", "H", "N", "O", "O", "O", "Br", "C", "C", "Br", "H", "H", "H", "H", "C", "C", "C", "O", "C", "O", "O", "H", "H", "H", "H", "H", "H", "C", "C", "C", "O", "C", "O", "O", "H", "H", "H", "H", "H", "H"], "xyz": [[1.204, -3.787, 2.470], [-1.910, -5.425, 0.924], [-0.983, -6.600, 0.590], [0.177, -6.567, 1.176], [-2.833, -5.545, 0.356], [-1.390, -4.498, 0.652], [-2.203, -5.359, 1.972], [-0.873, -6.763, -0.496], [-1.468, -7.555, 0.963], [-0.335, -1.550, 0.008], [0.090, -0.708, 0.794], [-1.114, -1.299, -0.882], [0.050, -2.753, 0.168], [-4.861, 1.176, -1.242], [-3.721, 2.428, -2.223], [-2.458, 1.699, -2.672], [-2.807, 0.928, -4.448], [-3.604, 3.317, -1.609], [-4.239, 2.766, -3.118], [-2.198, 1.032, -1.851], [-1.602, 2.369, -2.740], [-0.050, 3.300, 3.160], [0.320, 2.713, 1.838], [-0.782, 2.589, 0.763], [-0.306, 3.317, -0.355], [0.904, 3.891, -0.061], [1.500, 4.503, -0.885], [1.235, 3.679, 1.202], [0.709, 3.275, 3.941], [-0.766, 2.599, 3.624], [-0.585, 4.246, 3.146], [0.916, 1.803, 1.875], [-1.769, 2.964, 1.040], [-0.908, 1.523, 0.554], [1.616, 0.462, -1.818], [2.937, 0.038, -1.181], [3.581, 0.976, -0.125], [3.627, 0.169, 1.067], [3.373, -1.096, 0.757], [3.444, -2.037, 1.512], [2.956, -1.227, -0.509], [1.139, 1.234, -1.210], [0.920, -0.332, -2.073], [1.902, 0.984, -2.731], [3.653, 0.034, -2.005], [2.922, 1.820, 0.073], [4.592, 1.266, -0.390]], "charge": 1, "total_energy_ev": -179991.95849, "e_homo_ha": -0.430, "lumo_energy_ev": -9.820}


Calculated maximum force in order - 6.29, 4.08, 0.94, 2.45 eV Å⁻¹